[1]
Here is 2 unconnected molecules or ions with the total composition C2H6OS from the Open Molecules 2025 dataset. Energies are from ωB97M-V/def2-TZVPD.

Structure (XYZ):
```
10
Properties=species:S:1:pos:R:3:forces:R:3:lowdin_charge:R:1
C -0.3625 -1.4372 -0.3672 0.09 -0.74 -0.12 -0.077
C 0.2696 -0.6301 0.4367 -0.39 0.41 0.20 -0.619
S 1.4643 0.5006 -0.0750 2.47 0.36 0.20 0.780
H -1.2522 -1.9495 -0.0601 -0.09 -0.45 -0.06 0.060
H 0.1052 -1.5627 -1.3179 -0.47 -0.33 -0.86 0.045
H -0.0805 -0.4531 1.4433 0.18 0.08 0.17 0.062
H 1.8429 0.1139 -1.3134 -0.46 -0.38 0.32 -0.102
O -0.9256 1.7393 0.1585 -0.35 1.40 -0.97 -0.145
H -0.0512 2.1654 0.0207 -1.06 -0.47 0.41 -0.015
H -1.0099 1.5134 1.0744 0.07 0.13 0.72 0.011
```
Positions in Å, forces in eV/Å.

Properties
Kohn-Sham gap = 9.47 eV
SMILES = C=CS.O
E_LUMO = 0.829 eV
Energy above the lowest of the compared OMol25 structures with the same formula, charge and spin = 104.3 kJ/mol
Spin multiplicity = 1
Charge = 0

=====

[2]
Here is a gas-phase ion, C5H10N3O (charge +1) from the Open Molecules 2025 dataset. Energies are from ωB97M-V/def2-TZVPD.

Structure (XYZ):
```
19
Properties=species:S:1:pos:R:3:forces:R:3:lowdin_charge:R:1
C 2.8877 1.2705 0.6292 0.00 3.53 2.39 -0.126
O 1.5454 1.1042 0.3600 -0.45 -1.64 -0.36 -0.179
C 1.4868 -0.0292 -0.5164 0.17 0.74 1.14 -0.101
C 0.0081 -0.2993 -0.5438 -0.18 -1.55 -0.01 -0.169
N -0.9373 0.3039 0.2474 2.68 0.01 -0.47 0.210
C -2.1187 -0.3160 0.1575 -0.26 -1.81 -2.74 -0.327
N -3.3160 0.1238 0.6272 -0.20 0.33 1.06 0.153
C -1.9087 -1.3281 -0.8104 -3.38 -1.08 1.62 -0.018
N -0.5986 -1.3027 -1.2141 0.17 -0.42 1.01 0.136
H 2.9679 2.1939 1.2313 -0.02 -0.31 -0.24 0.122
H 3.4016 1.4608 -0.2316 1.51 0.49 -2.59 0.068
H 3.4417 0.5651 1.1731 0.02 -1.88 0.89 0.086
H 2.2342 -0.8183 -0.0290 -2.01 0.92 -1.48 0.186
H 1.7940 0.3225 -1.5253 0.20 -0.69 0.42 0.152
H -0.6409 0.9952 0.9186 0.01 0.36 -0.04 0.183
H -3.9930 -0.6176 0.6430 -0.39 -0.04 -0.06 0.109
H -3.3741 0.6750 1.4893 0.37 -0.32 -0.56 0.129
H -2.7277 -2.1428 -0.9728 2.17 1.60 -0.35 0.171
H -0.1525 -2.1610 -1.6332 -0.39 1.78 0.37 0.219
```
Positions in Å, forces in eV/Å.

Properties
Kohn-Sham gap = 9.35 eV
SMILES = COCc1[nH]c(N)c[nH+]1
E_LUMO = -3.161 eV
Energy above the lowest of the compared OMol25 structures with the same formula, charge and spin = 131.1 kJ/mol
Spin multiplicity = 1
Charge = +1

=====

[3]
Here is 7 unconnected molecules or ions with the total composition C29H76ClF3N5O7 from the Open Molecules 2025 dataset. Energies are from ωB97M-V/def2-TZVPD.

Structure (XYZ):
```
121
Properties=species:S:1:pos:R:3:forces:R:3:lowdin_charge:R:1
Cl -4.8083 -0.9777 2.2848 0.09 0.03 -0.37 -0.053
C -2.1757 -4.8587 -1.6643 1.83 -0.90 0.80 0.017
N -2.3808 -4.0268 -0.4485 -0.56 0.29 0.45 -0.362
C -2.0241 -2.6474 -0.8206 0.09 0.38 0.81 -0.006
C -3.8380 -3.9980 -0.0599 -0.09 -1.80 -1.22 0.009
C -1.5340 -4.4976 0.7342 0.66 1.68 -0.58 -0.052
C -1.6659 -3.5760 1.9766 2.03 -1.04 -1.81 -0.176
O -0.6644 -2.5471 1.7861 -1.40 0.20 1.52 -0.077
H -2.8550 -4.6187 -2.4480 -0.72 0.34 -0.32 0.099
H -2.2769 -5.8957 -1.3526 -0.09 -0.13 -0.26 0.113
H -1.1344 -4.6936 -2.0380 -0.79 -0.04 0.48 0.110
H -2.5790 -2.4388 -1.7258 0.31 0.29 -0.35 0.109
H -0.9316 -2.5511 -0.8264 -0.08 0.01 -0.51 0.095
H -2.4338 -2.0727 -0.0078 0.06 0.79 0.15 0.080
H -4.1051 -5.0631 0.1419 -0.10 0.96 0.16 0.130
H -4.3705 -3.6798 -0.9593 -0.08 -0.09 0.10 0.103
H -4.0920 -3.3040 0.7281 0.35 -0.01 0.36 0.036
H -0.4858 -4.4042 0.3914 -0.30 0.02 0.07 0.125
H -1.7327 -5.5300 0.8819 -0.58 -0.82 0.39 0.125
H -1.3833 -4.1936 2.7939 0.38 -0.61 0.89 0.118
H -2.6472 -3.2494 2.1899 -1.13 0.89 -0.05 0.069
H -0.6596 -2.0767 2.6496 0.29 -0.13 -0.89 0.114
C 8.0879 6.8284 0.5930 -0.46 -0.28 -0.07 0.020
N 7.5557 7.1845 -0.7598 0.19 0.58 0.30 -0.346
C 8.7094 7.6560 -1.5730 0.96 0.17 1.29 0.003
C 6.9756 5.9787 -1.3912 0.54 -0.75 0.54 0.013
C 6.5895 8.3600 -0.5849 0.73 0.12 0.61 -0.082
C 6.5237 9.2375 -1.8010 -0.35 0.20 -1.33 -0.221
O 5.9478 8.4127 -2.8256 0.47 -0.39 0.60 -0.052
H 8.2843 7.7538 1.0765 0.43 0.59 0.60 0.094
H 9.0119 6.2906 0.4422 0.00 -0.41 0.24 0.109
H 7.3480 6.2781 1.1840 0.18 0.01 -0.33 0.127
H 8.9909 8.6495 -1.2681 -0.18 0.43 0.10 0.112
H 8.5040 7.6237 -2.6002 -0.42 -0.04 -1.30 0.102
H 9.5973 7.1028 -1.3319 0.16 -0.84 -0.12 0.111
H 6.8299 6.1573 -2.4068 -0.14 0.50 -1.71 0.075
H 5.9972 5.7101 -1.0155 0.08 -0.01 0.68 0.117
H 7.7294 5.1840 -1.2947 -0.49 0.08 0.17 0.128
H 7.0555 8.9942 0.2105 -0.71 -0.64 -0.40 0.151
H 5.6269 7.9097 -0.2754 0.44 0.59 -0.20 0.157
H 7.5191 9.7158 -2.0887 -1.36 -0.76 0.34 0.143
H 5.8422 10.0493 -1.5675 -0.08 0.28 0.13 0.132
H 5.8754 8.8012 -3.6955 0.11 0.62 -0.13 0.105
C -3.4568 -0.6215 7.1288 1.86 2.16 -1.33 0.013
N -4.7393 0.0256 6.7144 -0.95 0.33 0.47 -0.325
C -5.7805 -1.0765 6.9278 -1.00 0.30 -1.43 0.009
C -5.0487 1.2951 7.5346 1.45 -3.16 3.02 0.032
C -4.8086 0.5290 5.2635 0.69 -0.45 -0.01 -0.131
C -3.5019 1.0891 4.6478 -0.76 1.66 -0.07 -0.274
O -2.6263 0.1369 4.1017 -0.55 0.41 0.42 -0.126
H -3.6198 -1.4937 7.6660 -0.50 -1.41 1.06 0.077
H -2.8532 0.0733 7.7185 -0.26 -0.05 0.08 0.114
H -2.8233 -0.8487 6.2567 -0.59 0.00 0.07 0.111
H -6.6945 -0.7884 6.3477 0.57 -0.13 0.95 0.123
H -5.9780 -1.3592 7.9723 0.18 0.83 -0.25 0.117
H -5.4250 -1.9934 6.4466 0.23 0.35 -0.11 0.110
H -5.0847 0.9197 8.6434 -0.48 0.93 -1.99 0.152
H -5.9216 1.7744 7.1747 -0.78 0.29 -0.08 0.088
H -4.1573 1.8902 7.5131 0.24 0.60 -0.43 0.089
H -5.6136 1.2676 5.2530 0.21 -0.13 -0.11 0.128
H -5.1057 -0.3187 4.6836 -0.22 -0.45 -0.54 0.026
H -3.0177 1.7728 5.3594 0.44 -0.64 0.14 0.121
H -3.8180 1.8660 3.8808 0.01 -1.09 0.42 0.129
H -3.1717 -0.2477 3.3785 0.20 -0.38 -0.09 -0.077
C 4.6959 -4.8618 -5.4919 1.54 -1.85 -0.31 -0.058
N 3.4378 -4.2867 -5.0975 -0.25 2.02 1.62 -0.379
C 3.8315 -2.8619 -4.4998 0.69 -1.40 -1.41 0.071
C 2.4751 -4.1542 -6.2279 0.87 0.85 -0.39 0.013
C 2.8230 -5.1008 -3.9665 -1.40 -1.49 -1.89 -0.091
C 1.3762 -4.7563 -3.6660 -2.05 -1.00 1.63 -0.311
O 1.0791 -3.4087 -3.4926 0.12 0.58 1.47 -0.146
H 4.5353 -5.8336 -5.9792 -0.11 0.37 -0.19 0.117
H 5.2911 -5.1298 -4.5999 -0.25 0.49 -0.32 0.121
H 5.2757 -4.1971 -6.1462 -0.35 -0.15 0.21 0.121
H 3.0173 -2.5549 -3.9025 -0.67 0.33 0.86 0.062
H 3.9659 -2.1475 -5.3405 0.15 -0.69 0.47 0.116
H 4.7732 -3.0841 -3.9534 -0.79 0.60 -0.23 0.117
H 3.0628 -3.5816 -7.0464 -1.40 -1.11 1.13 0.144
H 1.6602 -3.5621 -5.7749 0.16 -0.23 -0.87 0.102
H 2.1458 -5.1787 -6.5197 0.27 0.93 -0.05 0.124
H 3.3949 -4.9498 -3.0810 0.85 -0.30 0.48 0.127
H 2.7276 -6.1670 -4.4060 0.86 1.39 1.17 0.172
H 1.0443 -5.3470 -2.6953 1.10 0.85 -1.69 0.158
H 0.6770 -5.1486 -4.4308 0.56 0.04 0.00 0.115
H 1.1012 -3.2124 -2.4570 0.20 -0.19 -0.79 0.081
C -3.6171 1.7105 0.0902 -0.30 -0.84 2.22 -0.031
N -5.0236 1.8363 -0.4417 0.85 0.57 0.19 -0.326
C -5.9710 2.3256 0.6407 0.93 -0.73 0.15 0.016
C -5.0401 2.8052 -1.6506 0.84 0.00 1.93 0.043
C -5.3845 0.4166 -0.8836 -1.26 0.48 -0.34 -0.116
C -6.7923 -0.1091 -0.5473 1.05 -2.00 -0.79 -0.280
O -7.6992 0.5113 -1.3748 -0.11 2.02 -1.23 -0.043
H -3.1521 2.6247 0.4967 -0.81 -0.04 -0.28 0.112
H -2.9776 1.3552 -0.6875 0.30 -0.39 -0.58 0.089
H -3.6973 0.9201 0.9406 0.31 1.33 -1.38 0.060
H -5.6352 3.2967 1.0228 0.15 -0.42 0.01 0.112
H -6.1075 1.5302 1.4445 0.37 1.15 -1.12 0.098
H -6.8186 2.4838 0.0327 -1.64 0.16 0.11 0.080
H -4.2779 2.4953 -2.3343 0.57 -0.27 -0.25 0.097
H -4.8020 3.8096 -1.2649 -0.21 -0.41 -0.20 0.118
H -5.9634 2.7781 -2.1665 -1.16 -0.09 -0.11 0.094
H -4.5971 -0.2274 -0.4932 -0.40 -0.14 -0.25 0.079
H -5.4627 0.4972 -1.9690 0.69 -0.39 -0.05 0.131
H -7.0860 -0.0581 0.4947 0.26 -0.45 0.17 0.089
H -6.7014 -1.1629 -0.9842 0.00 0.71 1.47 0.151
H -8.6148 0.3068 -1.2269 -0.44 -0.41 0.41 0.106
C 1.9183 -2.5789 -0.0689 0.31 -2.00 2.49 -0.538
O 2.8626 -1.8707 -0.7973 1.03 2.73 -0.27 -0.072
O 1.0850 -3.2432 -0.8152 -1.55 -0.76 -1.85 -0.176
C 2.7985 -3.6183 0.7692 -0.33 1.20 0.34 -0.525
F 3.4097 -4.5194 -0.0186 0.06 0.15 0.36 0.133
F 3.7281 -2.9695 1.5381 0.18 -0.24 -0.70 0.101
F 2.0621 -4.2715 1.6869 -0.37 -0.53 -0.31 0.119
C 3.0311 -0.5023 -0.2725 -1.03 -1.70 0.38 -0.230
C 3.6071 0.4922 -1.2103 -0.19 -0.78 -1.49 -0.080
H 4.4890 0.1889 -1.7783 0.11 0.04 0.40 0.084
H 2.8537 0.7932 -1.9216 -0.32 -0.32 -0.69 0.070
H 3.7300 1.3979 -0.6975 0.88 1.25 1.03 0.054
H 3.5175 -0.5384 0.7064 0.28 -0.10 -0.21 0.121
H 2.0050 -0.2067 -0.1021 -0.33 0.46 0.42 0.107
H 1.3557 -2.0440 0.7713 0.96 0.41 -0.92 0.147
```
Positions in Å, forces in eV/Å.

Properties
Kohn-Sham gap = 7.85 eV
E_LUMO = -4.641 eV
Spin multiplicity = 1
Charge = +3

=====

[4]
Here is a molecular structure, C26H18AgN3O2 from the Open Molecules 2025 dataset. Energies are from ωB97M-V/def2-TZVPD.

Structure (XYZ):
```
50
Properties=species:S:1:pos:R:3:forces:R:3:lowdin_charge:R:1
Ag 1.2257 -1.9928 -1.3991 -0.25 0.09 0.15 0.706
O 3.8305 3.9940 1.9082 0.09 0.04 -0.03 0.078
N 3.2738 4.2044 0.8506 -0.21 -0.36 0.03 -0.331
O 2.9832 5.3063 0.4439 0.03 0.06 -0.09 0.083
C 2.8934 3.0279 0.0027 0.36 0.00 0.56 -0.053
C 2.3017 3.3387 -1.1534 -0.23 0.07 -0.46 0.064
C 1.9040 2.3200 -2.0752 0.04 0.30 0.01 -0.129
C 1.2776 2.6372 -3.2909 -0.02 0.18 0.02 0.004
C 0.9374 1.6296 -4.1458 -0.02 -0.17 -0.11 -0.034
C 1.2454 0.3130 -3.7721 -0.02 0.04 -0.10 -0.112
N 1.8302 -0.0058 -2.6375 0.05 0.00 0.06 0.052
C 2.1480 0.9824 -1.7774 0.12 -0.19 0.19 -0.150
C 2.7487 0.6418 -0.4874 -0.10 -0.04 -0.19 -0.143
N 2.8713 -0.6689 -0.1995 0.13 0.04 -0.18 0.053
C 3.3906 -1.0277 0.9515 -0.08 -0.02 0.11 -0.111
C 3.8306 -0.1000 1.8983 -0.01 -0.21 0.03 -0.026
C 3.7036 1.2331 1.6341 -0.02 0.19 -0.07 0.014
C 3.1407 1.6540 0.4086 0.01 0.16 0.12 -0.052
H 2.1319 4.3791 -1.3942 -0.01 -0.04 -0.02 0.133
H 1.0693 3.6738 -3.5302 0.02 -0.04 0.01 0.126
H 0.4458 1.8248 -5.0896 0.03 -0.02 0.04 0.111
H 0.9988 -0.5118 -4.4316 -0.01 0.02 0.02 0.114
H 3.4361 -2.0924 1.1504 0.04 0.02 -0.01 0.116
H 4.2450 -0.4388 2.8377 0.00 -0.01 -0.02 0.113
H 4.0217 1.9596 2.3591 -0.01 0.01 0.00 0.102
C -5.8052 -0.6796 0.0408 0.06 -0.01 -0.04 -0.107
C -4.9716 -1.3891 0.8963 0.04 -0.01 -0.02 -0.085
C -3.6862 -1.7390 0.5055 -0.03 -0.06 0.07 -0.033
C -3.1962 -1.3864 -0.7556 0.11 -0.02 0.04 -0.218
C -4.0550 -0.6887 -1.6086 0.00 0.00 -0.06 -0.060
C -5.3398 -0.3339 -1.2211 0.03 -0.03 0.03 -0.100
C -1.8263 -1.7200 -1.2395 -0.38 0.04 -0.03 -0.150
C -0.7227 -1.9890 -0.5363 0.22 -0.21 0.04 -0.248
C -0.6642 -1.9278 0.9399 0.06 0.13 -0.01 -0.340
C -0.7799 -0.7001 1.6013 0.07 0.07 0.10 -0.071
C -0.6514 -0.6085 2.9816 -0.01 0.00 -0.08 -0.096
C -0.4092 -1.7462 3.7422 -0.03 -0.04 -0.08 -0.113
C -0.2946 -2.9740 3.0983 -0.01 0.03 -0.04 -0.100
C -0.4073 -3.0600 1.7162 0.05 -0.05 0.08 -0.077
H -6.8068 -0.4072 0.3508 0.03 -0.01 -0.01 0.095
H -5.3274 -1.6801 1.8779 0.02 0.01 -0.02 0.100
H -3.0580 -2.2979 1.1884 -0.11 0.03 -0.07 0.105
H -3.6995 -0.4217 -2.5996 -0.03 0.00 0.04 0.103
H -5.9811 0.2071 -1.9069 0.02 0.00 0.01 0.096
H -1.7572 -1.7179 -2.3260 -0.03 0.02 0.01 0.067
H -0.9795 0.1889 1.0118 -0.01 -0.01 0.03 0.114
H -0.7518 0.3562 3.4674 0.01 -0.03 -0.03 0.097
H -0.3121 -1.6780 4.8187 -0.01 -0.01 -0.02 0.092
H -0.1121 -3.8722 3.6771 0.01 0.02 -0.02 0.096
H -0.2898 -4.0162 1.2180 -0.02 0.01 0.02 0.106
```
Positions in Å, forces in eV/Å.

Properties
Kohn-Sham gap = 5.68 eV
E_LUMO = -1.331 eV
Spin multiplicity = 1
Charge = 0

=====

[5]
Here is a gas-phase ion, CH4N3O2 (charge +1) from the Open Molecules 2025 dataset. Energies are from ωB97M-V/def2-TZVPD.

Structure (XYZ):
```
10
Properties=species:S:1:pos:R:3:forces:R:3:lowdin_charge:R:1
N -0.5491 -1.3035 -0.1563 2.25 0.47 0.87 0.284
C -0.0812 -0.1320 0.0643 -6.71 7.26 -0.87 -0.120
N -0.9741 1.1859 0.1022 4.98 -2.35 1.21 0.147
N 1.3710 0.0958 0.0490 0.58 -2.00 -0.35 -0.291
O 1.8806 -1.0178 -0.1532 0.99 1.72 0.38 0.121
O 1.8432 1.1895 0.1416 -0.32 -0.82 0.09 0.210
H -1.5273 -1.5211 -0.0115 0.02 -0.30 -0.18 0.177
H 0.3205 -1.9111 -0.1536 -1.41 -0.48 -0.30 0.176
H -1.8748 1.3641 -0.4091 1.39 -0.88 0.73 0.131
H -0.4089 2.0502 0.5268 -1.78 -2.62 -1.57 0.164
```
Positions in Å, forces in eV/Å.

Properties
Kohn-Sham gap (alpha / beta) = 9.18 / 9.18 eV
SMILES = NC(=[NH2+])[N+](=O)[O-]
E_LUMO (alpha / beta) = -7.091 / -7.090 eV
Energy above the lowest of the compared OMol25 structures with the same formula, charge and spin = 194.7 kJ/mol
Spin multiplicity = 1
Charge = +1

=====

[6]
Here is a single C3H7FN2O2 molecule from the Open Molecules 2025 dataset. Energies are from ωB97M-V/def2-TZVPD.

Structure (XYZ):
```
15
Properties=species:S:1:pos:R:3:forces:R:3:lowdin_charge:R:1
N 2.2271 0.2807 0.4887 1.39 -2.29 0.00 0.003
C 1.2465 -0.5997 -0.2166 2.88 -0.54 1.38 -0.254
C -0.0902 -0.5188 0.3901 -0.13 -1.77 -0.08 -0.194
F -0.8030 -1.4351 -0.4877 -0.44 -0.09 0.80 -0.076
C -0.6541 0.8449 -0.0002 0.53 -0.70 0.86 -0.448
O 0.1557 1.6912 -0.3731 -2.12 0.22 0.18 0.051
N -2.0005 0.8948 0.0110 -4.19 2.60 -0.70 0.041
O -2.9957 -0.1919 0.3911 4.04 -0.34 -2.91 -0.064
H 2.1802 1.1677 0.0341 0.09 0.62 -0.08 0.036
H 3.1581 -0.1580 0.2509 -1.21 1.02 0.58 0.089
H 1.2011 -0.1917 -1.1864 -0.35 -0.47 -1.59 0.101
H 1.6288 -1.6735 -0.1594 -0.66 1.41 -0.31 0.150
H -0.0485 -0.9655 1.4486 -0.74 1.19 -1.46 0.187
H -2.5888 1.8041 -0.3250 2.25 -3.08 1.08 0.225
H -2.6167 -0.9492 -0.2660 -1.35 2.21 2.24 0.153
```
Positions in Å, forces in eV/Å.

Properties
Kohn-Sham gap = 10.37 eV
SMILES = NC[C@H](F)C(=O)NO
E_LUMO = 0.746 eV
Energy above the lowest of the compared OMol25 structures with the same formula, charge and spin = 367.8 kJ/mol
Spin multiplicity = 1
Charge = 0

=====

Values of strongest force on any atom, in order: 0.0488, 0.0829, 0.0896, 0.0129, 0.1929, 0.0970, all in hartree/bohr.